# 1
Computed, not measured: a cluster of 7 separate species, C25H45Br2I2NO20 in total in a non-equilibrium geometry, with wB97M-V/def2-TZVPD.

Positions of all 95 atoms, in Å:
1 C 1.6595 -1.1132 4.9596
2 C 0.6756 -1.9596 4.1685
3 I 0.9155 -1.9936 2.0801
4 C -0.3465 -2.6510 4.6774
5 I -0.7315 -2.6129 6.7355
6 O -1.1724 -3.3926 3.8570
7 C -2.5199 -3.0768 3.9281
8 O -3.2476 -3.5941 4.6734
9 N -2.8728 -2.0845 3.0030
10 C -3.1317 -0.7775 3.6524
11 Br -3.1116 0.5650 2.2543
12 C -4.4334 -0.8080 4.4747
13 C -5.6477 -1.3196 3.6967
14 Br -4.7615 0.9524 5.2445
15 H 1.1258 -0.2887 5.4612
16 H 2.3959 -0.6699 4.2814
17 H 2.1784 -1.6997 5.7291
18 H -2.1055 -1.9651 2.3455
19 H -2.2912 -0.5041 4.3097
20 H -4.2293 -1.4549 5.3388
21 H -5.6386 -2.4151 3.6831
22 H -5.6680 -0.9268 2.6728
23 H -6.5729 -0.9997 4.1978
24 C 1.7562 1.3889 -4.1015
25 O 1.2340 0.9127 -2.8566
26 C 0.5455 -0.2247 -2.9458
27 O 0.3493 -0.8521 -3.9553
28 O 0.1139 -0.5525 -1.7281
29 C -0.6629 -1.7554 -1.6852
30 H 2.2899 2.3081 -3.8775
31 H 2.4451 0.6642 -4.5320
32 H 0.9510 1.6003 -4.8028
33 H -0.0787 -2.6039 -2.0370
34 H -1.5657 -1.6572 -2.2851
35 H -0.9341 -1.9107 -0.6446
36 C -5.7846 0.6114 -7.7307
37 O -4.8095 -0.4260 -7.6003
38 C -3.7190 -0.0711 -6.9160
39 O -3.5189 1.0127 -6.4293
40 O -2.8967 -1.1158 -6.8661
41 C -1.6762 -0.8717 -6.1521
42 H -6.6027 0.1824 -8.3019
43 H -6.1417 0.9278 -6.7523
44 H -5.3684 1.4647 -8.2631
45 H -1.8836 -0.6091 -5.1196
46 H -1.1098 -0.0753 -6.6311
47 H -1.1096 -1.7963 -6.1820
48 C -1.4007 -6.6380 -0.0016
49 O -1.3305 -5.8144 -1.1701
50 C -1.4450 -6.4801 -2.3211
51 O -1.5924 -7.6680 -2.4384
52 O -1.3678 -5.5961 -3.3172
53 C -1.4789 -6.1671 -4.6249
54 H -1.2840 -5.9692 0.8468
55 H -2.3632 -7.1426 0.0572
56 H -0.5969 -7.3717 0.0008
57 H -2.4408 -6.6617 -4.7457
58 H -0.6739 -6.8780 -4.8014
59 H -1.3998 -5.3371 -5.3207
60 C 2.9143 3.6511 8.6182
61 O 2.8236 4.3789 7.3909
62 C 2.6347 3.6173 6.3123
63 O 2.5394 2.4155 6.3099
64 O 2.5630 4.4113 5.2471
65 C 2.3211 3.7328 4.0085
66 H 3.0655 4.3944 9.3955
67 H 1.9943 3.1004 8.8062
68 H 3.7573 2.9628 8.5946
69 H 1.3678 3.2097 4.0378
70 H 3.1265 3.0314 3.7944
71 H 2.2863 4.5048 3.2468
72 C 0.1809 3.0662 0.8308
73 O -0.4942 4.3273 0.8543
74 C -0.3321 5.0051 1.9893
75 O 0.3202 4.6479 2.9383
76 O -1.0101 6.1489 1.8972
77 C -0.9236 6.9803 3.0582
78 H -0.0265 2.6220 -0.1375
79 H 1.2543 3.2039 0.9476
80 H -0.1982 2.4195 1.6194
81 H 0.1090 7.2667 3.2491
82 H -1.3302 6.4675 3.9280
83 H -1.5173 7.8626 2.8382
84 C 4.9552 1.0022 -2.3276
85 O 6.1079 0.4276 -2.9480
86 C 6.4714 1.0331 -4.0791
87 O 5.9091 1.9691 -4.5883
88 O 7.5587 0.4245 -4.5508
89 C 8.0600 0.9755 -5.7723
90 H 4.7592 0.4148 -1.4352
91 H 5.1436 2.0372 -2.0471
92 H 4.0982 0.9500 -2.9932
93 H 8.3435 2.0173 -5.6347
94 H 7.3148 0.8977 -6.5618
95 H 8.9342 0.3848 -6.0292

## Properties
- SMILES = C/C(I)=C(\I)OC(=O)N[C@@H](Br)[C@H](C)Br.COC(=O)OC.COC(=O)OC.COC(=O)OC.COC(=O)OC.COC(=O)OC.COC(=O)OC
- strongest force on any atom (eV/A) = 2.5
- HOMO-LUMO gap (eV) = 8.97
- energy above the lowest of the compared OMol25 structures with the same formula, charge and spin (kcal/mol) = 0.0

Here are the Löwdin charges for atoms 1 to 5, given in e:
1. C -0.19
2. C -0.77
3. I 0.97
4. C -0.84
5. I 1.01

# 2
Computed, not measured: a structure of composition C35H32AsF6N6O4STi in a non-equilibrium geometry, with wB97M-V/def2-TZVPD.

Positions of all 86 atoms, in Å:
1 Ti -0.3725 0.0219 -0.6754
2 O -2.5825 -3.3680 -1.6520
3 C -2.0645 -2.2655 -1.5751
4 O -0.9747 -1.9315 -0.9852
5 C -2.7148 -1.0765 -2.2657
6 C -3.7383 -1.1059 -3.1995
7 C -4.1075 0.0888 -3.8024
8 C -3.4466 1.2708 -3.4781
9 C -2.4487 1.2069 -2.5264
10 N -2.1307 0.0623 -1.9401
11 C -1.5166 2.3235 -2.1096
12 O -1.5885 3.4356 -2.6108
13 O -0.6480 1.9477 -1.2306
14 H -4.1995 -2.0529 -3.4420
15 H -4.8953 0.0987 -4.5460
16 H -3.6721 2.2159 -3.9515
17 C 0.1938 -3.0507 -4.4596
18 C 1.7200 -3.0948 -4.5599
19 C 2.2814 -4.2643 -3.7987
20 C 2.6995 -5.4063 -4.4633
21 C 3.1556 -6.5210 -3.7691
22 C 3.1713 -6.4871 -2.3875
23 C 2.7682 -5.3549 -1.6799
24 C 2.7358 -5.4220 -0.1700
25 C 4.1217 -5.3996 0.4755
26 C 2.3463 -4.2196 -2.3916
27 N 1.9057 -3.0714 -1.7223
28 C 2.7485 -2.4594 -0.9849
29 C 2.5316 -1.4113 -0.0231
30 C 3.5069 -1.1267 0.9345
31 C 2.9405 -0.2374 1.8568
32 C 1.6397 -0.0329 1.4232
33 N 1.3713 -0.7372 0.2873
34 H -0.2048 -2.1722 -4.9713
35 H -0.1064 -3.0029 -3.4118
36 H -0.2527 -3.9445 -4.9037
37 H 2.1205 -2.1618 -4.1627
38 H 2.0279 -3.1720 -5.6075
39 H 2.6599 -5.4208 -5.5481
40 H 3.4743 -7.4093 -4.3020
41 H 3.4887 -7.3628 -1.8288
42 H 2.2286 -6.3491 0.1150
43 H 2.1348 -4.6042 0.2250
44 H 4.7568 -6.1904 0.0688
45 H 4.0513 -5.5391 1.5563
46 H 4.6202 -4.4463 0.2935
47 H 3.8032 -2.7766 -0.9994
48 H 4.5005 -1.5548 0.9494
49 H 3.3988 0.2219 2.7178
50 H 0.8974 0.6201 1.8590
51 C 1.8079 4.8774 -1.7736
52 C 2.4293 3.5366 -1.9516
53 C 3.6710 3.1671 -1.5200
54 C 4.0496 1.8291 -1.6949
55 N 3.2757 0.9267 -2.2795
56 C 2.0464 1.2804 -2.6741
57 S 0.9032 0.1699 -3.2655
58 N 1.6797 2.5944 -2.5563
59 C 5.3576 1.3289 -1.1723
60 H 2.4415 5.5096 -1.1581
61 H 0.8468 4.7631 -1.2711
62 H 1.6381 5.3487 -2.7444
63 H 4.2888 3.8615 -0.9735
64 H 0.7182 2.8199 -2.7864
65 H 5.9452 2.1261 -0.7208
66 H 5.9213 0.8541 -1.9766
67 H 5.1428 0.5656 -0.4220
68 F 2.7028 3.5181 1.1953
69 As 1.6749 4.2670 2.3875
70 F 0.9340 5.2222 1.1268
71 F 2.8745 5.5207 2.5966
72 F 0.6610 5.0425 3.5652
73 F 2.4349 3.3317 3.6374
74 F 0.4876 3.0240 2.1491
75 N -5.1882 0.0210 5.1630
76 C -4.4218 0.0478 4.3029
77 C -3.4744 0.0737 3.2247
78 C -3.3142 1.2272 2.4573
79 C -2.4087 1.2301 1.4082
80 C -1.6353 0.1069 1.0771
81 C -1.8123 -1.0294 1.8819
82 C -2.7103 -1.0579 2.9354
83 H -3.8935 2.1116 2.6938
84 H -2.2854 2.1497 0.8451
85 H -1.2381 -1.9241 1.6651
86 H -2.8324 -1.9515 3.5361

## Properties
- strongest force on any atom (eV/A) = 1.2
- HOMO-LUMO gap (spin up / spin down) (eV) = 6.84 / 6.94
- charge = -2
- ⟨S²⟩ = 0.755
- energy above the lowest of the compared OMol25 structures with the same formula, charge and spin (kcal/mol) = 4.1
- 2S+1 = 2

Here are the Löwdin charges for atoms 1 to 5, given in e:
1. Ti 0.98
2. O 0.05
3. C -0.59
4. O -0.13
5. C -0.14

# 3
Computed, not measured: a cluster of 2 separate species, C12H30N3O4S in total in a non-equilibrium geometry, with wB97M-V/def2-TZVPD.

Positions of all 50 atoms, in Å:
1 C 0.0479 -3.4474 0.9284
2 C -0.2704 -2.1742 1.8016
3 C -0.7625 -0.9310 0.9824
4 C -1.9709 -1.2218 0.0274
5 C -2.4655 0.1168 -0.7049
6 N -1.7363 1.3297 -0.2911
7 C -2.0795 2.1275 0.6675
8 N -3.2677 1.7474 1.3931
9 N -1.3160 3.2881 1.0146
10 C -0.2434 2.9513 1.9987
11 C 0.9998 2.2117 1.3697
12 C 2.3763 2.9770 1.6315
13 C 3.2079 3.0676 0.2983
14 S 4.3448 1.6043 0.1717
15 O 4.4275 1.2638 -1.2720
16 O 5.7097 1.9599 0.6619
17 O 3.7899 0.3297 1.0715
18 H 0.2313 -3.2344 -0.1467
19 H 0.9982 -3.8859 1.3311
20 H -0.7380 -4.2099 1.1169
21 H 0.6854 -1.8612 2.2991
22 H -1.0206 -2.3869 2.6048
23 H 0.0460 -0.4174 0.4112
24 H -1.1301 -0.1804 1.7414
25 H -1.7591 -1.9475 -0.7851
26 H -2.8624 -1.6024 0.5813
27 H -3.5734 0.2419 -0.6421
28 H -2.2585 -0.0211 -1.7977
29 H -0.8979 1.5786 -0.8115
30 H -2.9308 1.0156 2.0323
31 H -3.5325 2.5170 2.0132
32 H -1.9474 3.9184 1.5163
33 H -0.6151 2.3778 2.8895
34 H 0.1064 3.9316 2.4135
35 H 1.1037 1.2487 1.9315
36 H 0.8504 2.0431 0.2784
37 H 2.2233 3.9554 2.1413
38 H 2.9837 2.3611 2.3431
39 H 2.5962 3.0370 -0.6270
40 H 3.8670 3.9692 0.3231
41 H 4.4318 0.2830 1.8053
42 C -0.4449 -3.9290 -4.6254
43 C -1.4372 -3.2015 -3.7404
44 O -0.7640 -2.2625 -2.8968
45 H 0.2957 -4.4530 -4.0186
46 H -0.9505 -4.6529 -5.2664
47 H 0.1002 -3.2227 -5.2571
48 H -1.9639 -3.9071 -3.0969
49 H -2.1770 -2.6668 -4.3443
50 H -0.3076 -1.6363 -3.4674

## Properties
- strongest force on any atom (eV/A) = 6.0
- HOMO-LUMO gap (eV) = 9.40
- charge = +1
- energy above the lowest of the compared OMol25 structures with the same formula, charge and spin (kcal/mol) = 45.1

Here are the Löwdin charges for atoms 1 to 5, given in e:
1. C -0.10
2. C -0.23
3. C -0.22
4. C -0.15
5. C -0.12

# 4
Computed, not measured: a structure of composition C10H16AlF6O8S2 in a non-equilibrium geometry, with wB97M-V/def2-TZVPD.

Positions of all 43 atoms, in Å:
1 Al -16.3811 5.1478 18.9709
2 C -15.4169 5.0640 14.9440
3 F -14.6102 6.0345 14.5432
4 F -16.6863 5.4326 14.8953
5 F -15.2318 4.0332 14.0996
6 S -14.9952 4.5640 16.7881
7 O -13.6872 3.9633 16.7334
8 O -14.9534 5.8129 17.6126
9 O -16.0695 3.7416 17.3190
10 C -16.4357 7.7438 15.8039
11 F -16.8628 7.3425 14.5644
12 F -15.1538 7.4415 15.9527
13 F -16.5482 9.0392 15.9531
14 S -17.5067 6.9061 17.2141
15 O -17.4000 5.4420 17.1526
16 O -16.8499 7.2799 18.4802
17 O -18.8721 7.4691 17.1237
18 C -18.7964 2.4043 16.8972
19 C -19.5750 2.7459 18.1036
20 C -18.5416 3.1445 19.1493
21 O -17.4461 3.6862 18.3682
22 C -17.5887 3.3417 16.9557
23 H -19.4164 2.4918 16.0050
24 H -18.5021 1.3549 16.9150
25 H -20.1894 1.9243 18.4719
26 H -20.2632 3.5434 17.8235
27 H -18.1883 2.3242 19.7740
28 H -18.9678 3.9278 19.7761
29 H -16.8291 2.7266 16.4732
30 H -17.7310 4.1848 16.2796
31 C -20.2757 5.1177 20.3123
32 C -20.5466 5.4744 18.8514
33 C -19.1468 5.8329 18.3077
34 O -18.1885 5.5490 19.3486
35 C -18.9402 5.6918 20.5929
36 H -20.2068 4.0408 20.4662
37 H -20.9697 5.4831 21.0692
38 H -21.1869 6.3545 18.9115
39 H -21.0115 4.6377 18.3300
40 H -19.1146 6.8949 18.0646
41 H -18.8808 5.3100 17.3890
42 H -18.9914 6.7320 20.9146
43 H -18.5186 5.1146 21.4158

## Properties
- strongest force on any atom (eV/A) = 16.6
- HOMO-LUMO gap (eV) = 4.65
- charge = +1
- energy above the lowest of the compared OMol25 structures with the same formula, charge and spin (kcal/mol) = 275.9

Here are the Löwdin charges for atoms 1 to 5, given in e:
1. Al 0.79
2. C -0.55
3. F 0.17
4. F 0.11
5. F 0.18

# 5
Computed, not measured: a structure of composition C5H8O2, with wB97M-V/def2-TZVPD.

Positions of all 15 atoms, in Å:
1 O -1.6091 1.9200 0.8416
2 C -1.2492 1.2271 -0.3250
3 C 0.2684 1.0419 -0.3542
4 O 0.7096 0.3843 0.8530
5 C 1.2097 -0.6645 -0.0121
6 C 0.4334 -1.9672 0.1708
7 C 0.8198 0.0188 -1.2971
8 H -1.1852 1.4492 1.5757
9 H -1.7405 0.2427 -0.3751
10 H -1.5694 1.8105 -1.1930
11 H 0.7652 2.0148 -0.4945
12 H 2.2952 -0.8089 0.1089
13 H 0.4366 -2.2515 1.2277
14 H 0.8948 -2.7595 -0.4222
15 H -0.6117 -1.8495 -0.1441

## Properties
- strongest force on any atom (eV/A) = 0.4
- HOMO-LUMO gap (eV) = 8.70
- energy above the lowest of the compared OMol25 structures with the same formula, charge and spin (kcal/mol) = 114.1

Here are the Löwdin charges for atoms 1 to 5, given in e:
1. O -0.04
2. C -0.21
3. C -0.36
4. O -0.09
5. C -0.41